one.
Below is a molecular structure, C7H16N2, with properties calculated with ωB97M-V with the def2-TZVPD basis set.

Structure (XYZ):
```
25
Properties=species:S:1:pos:R:3:nbo_charge:R:1
C 2.370 0.777 0.940 -0.070
C 0.506 2.245 0.977 -0.445
N 1.410 1.354 0.279 -0.451
H 0.679 0.436 -0.379 0.341
H 2.519 0.943 2.004 0.173
H 3.151 0.287 0.377 0.190
H 1.311 -1.083 1.098 0.193
H 0.081 1.773 1.875 0.214
H -0.362 2.422 0.336 0.214
H 1.008 3.195 1.178 0.214
C -2.427 0.216 -0.790 -0.669
C -0.113 -1.163 -1.948 -0.608
C -1.406 -0.408 0.129 0.311
C -0.120 -0.826 -0.468 -0.320
C 0.717 -1.726 0.375 -0.619
N -1.629 -0.273 1.387 -0.703
H -0.960 -0.780 1.965 0.325
H -3.252 0.602 -0.196 0.234
H -2.806 -0.521 -1.499 0.218
H -1.999 1.037 -1.369 0.212
H -0.713 -2.054 -2.159 0.198
H 0.901 -1.392 -2.279 0.207
H -0.516 -0.360 -2.564 0.210
H 0.145 -2.477 0.918 0.218
H 1.506 -2.223 -0.184 0.215
```

Properties
molar mass = 128.2 g mol⁻¹
LUMO (alpha / beta) = 0.011 / 0.011 hartree
gap between HOMO and LUMO (alpha / beta) = 8.2 / 8.2 eV

=====

two.
Below is 2 unconnected molecules or ions with the total composition C7H16N2, with properties calculated with ωB97M-V with the def2-TZVPD basis set.

Structure (XYZ):
```
25
Properties=species:S:1:pos:R:3:nbo_charge:R:1
C -2.576 -0.692 -0.060 -0.600
C -1.351 0.231 -0.182 -0.256
C -1.470 1.390 0.810 -0.599
C -0.081 -0.600 -0.046 0.278
N 0.347 -1.251 -1.178 -0.881
C 0.274 -1.195 1.279 -0.475
C 1.253 -0.065 1.111 -0.512
H -2.624 -1.135 0.935 0.207
H -2.538 -1.502 -0.787 0.210
H -3.494 -0.126 -0.221 0.209
H -1.351 0.657 -1.194 0.197
H -2.420 1.902 0.659 0.210
H -1.436 1.032 1.838 0.205
H -0.672 2.116 0.667 0.212
H -0.297 -1.207 -1.960 0.365
H 1.295 -1.008 -1.537 0.419
H 0.725 -2.180 1.202 0.223
H -0.480 -1.126 2.064 0.191
H 2.273 -0.366 1.303 0.213
H 1.000 0.872 1.585 0.200
C 2.880 0.851 -0.883 -0.008
N 2.488 0.291 -1.966 -0.670
H 3.535 0.280 -0.238 0.164
H 2.736 1.900 -0.619 0.158
H 1.986 0.930 -2.584 0.339
```

Properties
molar mass = 128.2 g mol⁻¹
LUMO = 0.036 hartree
gap between HOMO and LUMO = 8.6 eV

=====

three.
Below is a molecular structure, C7H16N2, with properties calculated with ωB97M-V with the def2-TZVPD basis set.

Structure (XYZ):
```
25
Properties=species:S:1:pos:R:3:nbo_charge:R:1
C 1.669 -1.308 0.749 -0.433
C 1.859 1.104 1.088 -0.407
N 0.978 -0.002 0.666 -0.226
C 0.946 -0.117 -1.886 -0.470
N 0.433 0.557 -0.891 -0.294
H 0.992 -2.107 0.454 0.215
H 2.536 -1.322 0.090 0.228
H 2.237 0.920 2.096 0.189
H 1.295 2.033 1.051 0.226
H 2.697 1.159 0.394 0.228
H 1.987 -1.469 1.780 0.206
H 1.043 -1.206 -1.900 0.139
H 1.086 0.429 -2.815 0.195
C -2.034 1.444 -0.262 -0.626
C -1.864 -1.018 -0.860 -0.649
C -1.276 0.149 -0.129 0.014
C -0.511 -0.113 1.115 -0.225
H -3.115 1.331 -0.099 0.204
H -1.912 1.849 -1.276 0.228
H -1.658 2.202 0.431 0.205
H -1.569 -1.993 -0.457 0.201
H -2.960 -1.005 -0.864 0.210
H -1.538 -1.009 -1.923 0.229
H -0.694 0.610 1.911 0.208
H -0.628 -1.118 1.535 0.205
```

Properties
molar mass = 128.2 g mol⁻¹
LUMO = 0.028 hartree
gap between HOMO and LUMO = 6.7 eV

=====

Structures ranked by computed energy, the most stable listed first: one, two, three.

=====

one.
Below is a molecular structure, C27H45ClN2PdSeSi2, with properties calculated with ωB97M-V with the def2-TZVPD basis set.

Structure (XYZ):
```
79
Properties=species:S:1:pos:R:3:lowdin_spin:R:1
Pd 0.651 0.053 -0.280 0.537
C -4.915 -1.594 1.222 0.065
C -4.212 -1.656 2.422 0.001
C -2.920 -1.174 2.516 0.060
C -2.277 -0.623 1.383 0.044
C -3.007 -0.544 0.181 0.046
C -4.299 -1.023 0.110 0.002
N -0.983 -0.183 1.400 0.397
N -0.465 0.074 2.580 0.320
C 0.837 0.435 2.584 0.027
C 1.428 0.821 3.804 0.079
C 2.742 1.246 3.849 -0.005
C 3.499 1.296 2.683 0.097
C 2.932 0.887 1.473 0.020
C 1.632 0.430 1.407 0.148
H -5.927 -1.977 1.158 0.005
H -4.686 -2.098 3.293 -0.001
H -2.372 -1.213 3.446 0.006
H -2.527 -0.078 -0.672 0.002
H -4.848 -0.945 -0.823 -0.002
H 0.818 0.782 4.699 0.004
H 3.177 1.552 4.795 -0.003
H 4.528 1.640 2.709 0.008
H 3.534 0.939 0.571 0.004
C -1.002 -2.690 -1.996 0.000
C -0.156 -3.428 -0.952 -0.001
C -1.072 -3.701 0.250 0.000
C 0.246 -4.786 -1.541 0.000
Si 1.361 -2.254 -0.424 0.028
C 2.128 -3.162 1.193 0.007
C 1.281 -2.895 2.445 0.000
C 2.211 -4.691 1.057 0.002
C 3.536 -2.636 1.506 0.001
C 2.780 -2.446 -1.832 0.009
C 3.714 -1.237 -1.675 0.010
C 3.623 -3.724 -1.770 0.002
C 2.206 -2.376 -3.251 0.000
H -1.854 -3.315 -2.302 0.000
H -0.430 -2.431 -2.887 0.000
H -1.396 -1.767 -1.575 0.000
H -2.036 -4.095 -0.099 0.000
H -1.280 -2.791 0.811 0.000
H -0.642 -4.440 0.930 0.000
H -0.659 -5.380 -1.729 0.000
H 0.886 -5.355 -0.865 0.000
H 0.766 -4.675 -2.493 0.000
H 0.234 -3.164 2.314 0.000
H 1.324 -1.851 2.731 0.001
H 1.677 -3.485 3.284 0.000
H 1.217 -5.140 1.115 0.000
H 2.803 -5.100 1.887 0.000
H 2.676 -5.012 0.127 0.000
H 3.536 -1.551 1.578 0.001
H 4.271 -2.931 0.756 0.000
H 3.874 -3.037 2.471 0.000
H 4.262 -1.261 -0.730 0.000
H 3.139 -0.311 -1.709 0.007
H 4.449 -1.217 -2.493 0.000
H 4.185 -3.808 -0.841 0.000
H 4.354 -3.720 -2.592 0.001
H 3.004 -4.616 -1.889 0.000
H 1.592 -1.487 -3.393 0.000
H 1.601 -3.249 -3.502 0.000
H 3.029 -2.333 -3.980 0.000
C 0.688 3.482 -3.925 0.000
Si 1.554 1.875 -3.393 0.004
C 2.373 1.203 -4.981 0.001
C 2.963 2.384 -2.229 0.001
Se -0.016 0.412 -2.735 0.034
H 1.380 4.172 -4.420 0.000
H 0.255 3.977 -3.053 0.000
H -0.125 3.244 -4.616 0.000
H 3.005 1.961 -5.456 0.000
H 1.597 0.909 -5.694 0.000
H 2.986 0.322 -4.779 0.000
H 3.361 3.365 -2.506 0.000
H 3.791 1.671 -2.226 0.000
H 2.559 2.459 -1.218 0.001
Cl 0.108 2.461 0.029 0.031
```

Properties
⟨S²⟩ = 2.04
molar mass = 674.7 g mol⁻¹
LUMO (alpha / beta) = 0.174 / 0.172 hartree
2S+1 = 3
total charge = -2
gap between HOMO and LUMO (alpha / beta) = 4.9 / 6.3 eV

=====

two.
Below is a molecular structure, C27H45ClN2PdSeSi2, with properties calculated with ωB97M-V with the def2-TZVPD basis set.

Structure (XYZ):
```
79
Properties=species:S:1:pos:R:3:lowdin_spin:R:1
Pd 0.082 -0.420 1.115 0.547
C 5.076 -3.163 2.226 0.065
C 4.715 -2.667 3.477 -0.001
C 3.570 -1.903 3.645 0.054
C 2.736 -1.606 2.546 0.021
C 3.111 -2.112 1.288 0.048
C 4.254 -2.875 1.137 0.002
N 1.584 -0.853 2.648 0.260
N 1.298 -0.410 3.855 0.283
C 0.164 0.337 3.884 0.034
C -0.205 0.902 5.126 0.072
C -1.310 1.722 5.244 -0.007
C -2.075 2.018 4.118 0.098
C -1.725 1.460 2.886 0.026
C -0.650 0.607 2.737 0.213
H 5.971 -3.763 2.103 0.005
H 5.343 -2.881 4.338 -0.002
H 3.291 -1.518 4.612 0.007
H 2.478 -1.894 0.442 0.005
H 4.518 -3.254 0.155 -0.002
H 0.424 0.673 5.979 0.004
H -1.569 2.148 6.207 -0.003
H -2.934 2.678 4.192 0.009
H -2.313 1.730 2.031 0.002
C -1.473 -2.691 -1.833 0.000
C -1.137 -1.207 -2.065 -0.005
C 0.393 -1.136 -2.228 0.004
C -1.780 -0.827 -3.407 -0.001
Si -1.635 -0.037 -0.534 -0.005
C -1.700 1.796 -1.290 -0.001
C -2.934 2.074 -2.159 0.000
C -0.452 2.082 -2.142 0.000
C -1.663 2.842 -0.165 0.001
C -3.481 -0.590 -0.067 0.001
C -4.250 0.445 0.774 0.000
C -3.433 -1.866 0.789 0.000
C -4.337 -0.876 -1.311 0.000
H -1.017 -3.283 -2.643 0.000
H -2.548 -2.888 -1.860 0.000
H -1.076 -3.058 -0.886 0.001
H 0.709 -1.790 -3.055 0.000
H 0.902 -1.490 -1.331 0.003
H 0.753 -0.125 -2.432 0.000
H -1.444 -1.544 -4.173 0.000
H -1.505 0.168 -3.755 0.000
H -2.873 -0.878 -3.368 0.000
H -3.012 1.383 -3.003 0.000
H -2.857 3.092 -2.570 0.000
H -3.866 2.024 -1.590 0.000
H -0.404 1.489 -3.055 0.000
H 0.465 1.918 -1.570 0.000
H -0.464 3.141 -2.445 0.000
H -2.586 2.865 0.415 0.000
H -1.534 3.843 -0.605 0.000
H -0.825 2.667 0.513 0.000
H -3.855 0.493 1.787 0.000
H -5.302 0.130 0.853 0.000
H -4.243 1.452 0.348 0.000
H -2.809 -1.729 1.674 0.000
H -3.031 -2.724 0.249 0.000
H -4.455 -2.118 1.120 0.000
H -4.443 -0.005 -1.962 0.000
H -5.348 -1.172 -0.986 0.000
H -3.938 -1.697 -1.909 0.000
C 5.058 2.048 -0.972 0.012
Si 3.395 1.245 -1.384 0.028
C 2.753 2.201 -2.892 0.002
C 3.842 -0.483 -1.989 0.000
Se 2.030 1.399 0.359 0.104
H 5.674 2.137 -1.878 0.002
H 5.604 1.447 -0.234 0.000
H 4.912 3.049 -0.548 0.001
H 3.558 2.390 -3.618 0.000
H 2.347 3.164 -2.560 0.000
H 1.946 1.660 -3.404 0.000
H 4.602 -0.426 -2.781 0.000
H 2.972 -1.021 -2.382 0.000
H 4.253 -1.065 -1.157 0.000
Cl -0.288 -2.871 1.324 0.109
```

Properties
⟨S²⟩ = 2.04
molar mass = 674.7 g mol⁻¹
LUMO (alpha / beta) = 0.171 / 0.171 hartree
2S+1 = 3
total charge = -2
gap between HOMO and LUMO (alpha / beta) = 4.7 / 6.4 eV

=====

Structures ranked by computed energy, the most stable listed first: one, two.

=====

one.
Below is 2 unconnected molecules or ions with the total composition C2H6NS, with properties calculated with ωB97M-V with the def2-TZVPD basis set.

Structure (XYZ):
```
10
Properties=species:S:1:pos:R:3:nbo_charge:R:1
S 0.018 3.474 -1.317 -0.996
H 0.763 3.103 -0.200 0.084
C 0.010 -2.050 0.587 -0.634
C -0.043 -0.943 -0.246 0.072
N -0.005 0.449 0.065 -0.875
H -0.355 -1.718 1.596 0.172
H -0.060 -3.066 0.180 0.201
H 0.048 -1.210 -1.271 0.167
H -0.337 0.534 1.019 0.346
H -0.041 1.428 -0.413 0.463
```

Properties
molar mass = 76.1 g mol⁻¹
LUMO = 0.147 hartree
total charge = -1
gap between HOMO and LUMO = 7.1 eV

=====

two.
Below is 2 unconnected molecules or ions with the total composition C2H6NS, with properties calculated with ωB97M-V with the def2-TZVPD basis set.

Structure (XYZ):
```
10
Properties=species:S:1:pos:R:3:nbo_charge:R:1
S -1.918 1.377 0.099 -1.073
H -2.624 1.953 1.090 0.090
C 0.346 -1.145 0.322 -0.494
C 2.443 -0.492 -0.531 -0.108
N 1.668 -1.448 -0.246 -0.398
H 0.021 -2.054 0.818 0.186
H -0.503 -0.731 -0.238 0.266
H 0.533 -0.294 0.980 0.214
H 3.494 -0.746 -0.625 0.159
H 2.016 0.516 -0.507 0.159
```

Properties
molar mass = 76.1 g mol⁻¹
LUMO = 0.146 hartree
total charge = -1
gap between HOMO and LUMO = 6.6 eV

=====

Structures ranked by computed energy, the most stable listed first: one, two.